[1]
Here is a cluster of 3 separate species, C29H65BN2O18P3 in total from the Open Molecules 2025 dataset. Energies are from the ωB97M-V functional and the def2-TZVPD basis.

- total energy (Eh) = -3656.61151
- E_HOMO (eV) = -11.5
- orbital gap (eV) = 9.5
- net charge = +1
- LUMO energy (eV) = -2.0
- spin multiplicity = 1

Each line ends with the Mulliken charge.
Atoms and positions in Å:
C 0.4037 2.5979 1.5628  -1.140
C -0.0152 2.1340 2.9387  0.235
O 1.0256 1.3779 3.5482  -0.410
C 0.5328 0.4590 4.5087  -0.813
C 0.4221 -0.9146 3.8443  0.022
O -0.7645 -1.5657 4.2656  -0.399
C -1.0238 -2.7583 3.5567  -1.268
C -2.5450 -2.9087 3.4623  -0.583
C -3.0861 -2.6577 2.0414  -1.762
B -2.7356 -1.1376 1.6819  1.163
O -1.5118 -0.7956 1.1998  -0.640
O -3.6781 -0.1716 1.9073  -0.422
C -4.8627 -0.1996 1.0950  0.157
C -6.1086 0.0712 1.9467  -1.315
N -2.5262 -3.6899 1.1363  1.215
C -2.8028 -3.4034 -0.3216  -1.222
C -1.6087 -2.7809 -1.0750  -0.680
N -1.2038 -3.6221 -2.1890  0.117
C -0.7711 -2.8336 -3.3650  -0.676
C 0.4397 -1.9048 -3.1462  -0.933
C -0.2231 -4.6128 -1.8587  0.684
C 0.8042 -4.4032 -0.7648  -1.007
O -0.1914 -5.6307 -2.5024  -0.580
C -2.9975 -5.0899 1.4367  -1.894
O -1.9507 -5.8770 0.9754  -0.621
C -2.3333 -6.9969 0.1566  0.383
C -1.0596 -7.6784 -0.3468  -1.313
C -3.2944 -5.4019 2.9621  2.363
O -2.4488 -6.4712 3.3424  -0.545
P -5.0488 -6.0647 3.2245  0.000
C -5.3854 -7.2176 1.8690  -0.966
O -6.0627 -4.8311 2.8236  -0.496
C -3.1650 -4.2211 3.9864  -1.251
C -2.5460 -4.7453 5.2850  -1.164
C -2.6315 -3.6869 6.3736  0.161
O -3.6652 -3.3688 6.8867  -0.541
O -1.4599 -3.1096 6.7510  -0.472
H 1.3600 3.1145 1.5569  0.293
H 0.4263 1.7817 0.8368  0.181
H -0.3340 3.3138 1.1962  0.403
H -0.9195 1.5172 2.8576  -0.036
H -0.2026 3.0122 3.5617  0.334
H -0.4365 0.7804 4.8952  0.407
H 1.2457 0.4481 5.3296  0.376
H 0.4482 -0.7508 2.7654  0.110
H 1.2912 -1.5100 4.1435  0.245
H -0.5208 -3.6057 4.0288  0.864
H -0.5594 -2.6313 2.5692  0.574
H -2.9796 -2.1108 4.0681  1.203
H -4.1724 -2.7445 2.1070  0.257
H -1.3869 0.1615 1.2774  -0.048
H -4.9951 -1.1589 0.5889  -0.133
H -4.7666 0.6016 0.3658  0.549
H -5.8278 0.4371 2.9294  0.283
H -6.7324 -0.8173 2.0210  0.322
H -6.7131 0.8323 1.4577  0.378
H -1.5055 -3.7360 1.1915  0.478
H -3.0072 -4.3381 -0.8368  0.666
H -3.7016 -2.8008 -0.4162  0.324
H -0.8139 -2.4830 -0.3898  0.193
H -1.9736 -1.8464 -1.4996  0.470
H -1.6419 -2.2563 -3.6724  0.481
H -0.5710 -3.5199 -4.1823  0.490
H 0.8398 -1.9604 -2.1370  0.253
H 1.2213 -2.1595 -3.8573  0.300
H 0.1789 -0.8623 -3.3173  0.298
H 0.5912 -5.0303 0.1011  0.057
H 1.7548 -4.7475 -1.1652  0.425
H 0.9429 -3.3739 -0.4459  0.384
H -3.9080 -5.2915 0.8735  0.934
H -2.8499 -7.7103 0.7945  -0.027
H -2.9450 -6.6812 -0.6902  0.277
H -0.9615 -8.6643 0.1033  0.426
H -1.0570 -7.7945 -1.4243  0.334
H -0.1881 -7.1219 -0.0142  0.214
H -2.9759 -7.2143 3.6634  0.672
H -6.4095 -7.5552 2.0328  0.467
H -4.7482 -8.0965 1.9053  0.324
H -5.3856 -6.7533 0.8807  0.265
H -6.1973 -4.2544 3.5831  0.354
H -4.1799 -3.9482 4.2911  0.505
H -1.5132 -5.0630 5.1612  0.366
H -3.1033 -5.6151 5.6247  0.710
H -0.7702 -3.7818 6.7125  0.390
C 5.1525 4.6361 -2.5023  -0.676
O 3.9869 4.4730 -1.6628  -0.291
P 3.9008 5.1737 -0.2444  1.085
O 2.5163 5.0996 0.2364  -0.655
O 4.3116 6.6613 -0.7728  -0.323
C 3.2883 7.5761 -1.1684  -0.594
O 4.9689 5.1533 0.9204  -0.323
C 4.7592 6.0832 1.9898  -0.588
H 5.3714 3.6795 -2.9702  0.261
H 4.9373 5.3705 -3.2761  0.296
H 6.0234 4.9616 -1.9386  0.302
H 2.3132 7.0933 -1.2211  0.328
H 3.5444 7.9831 -2.1467  0.182
H 3.2527 8.3942 -0.4483  0.227
H 3.7747 5.9480 2.4327  0.277
H 4.8851 7.1046 1.6347  0.258
H 5.5236 5.8690 2.7318  0.254
C 2.9855 8.6402 -7.8774  -0.656
O 3.7679 8.0232 -6.8341  -0.322
P 5.3495 7.6990 -7.0160  1.119
O 5.7269 7.3841 -5.6199  -0.569
O 5.6500 9.2382 -7.5060  -0.364
C 5.7924 10.2579 -6.5162  -0.656
O 6.5750 7.1537 -7.9081  -0.420
C 7.8845 7.5472 -7.4944  -0.518
H 2.0117 8.1570 -7.8994  0.256
H 2.8597 9.6943 -7.6371  0.233
H 3.4504 8.5512 -8.8554  0.338
H 5.5167 9.9000 -5.5243  0.315
H 5.1580 11.1035 -6.7848  0.251
H 6.8300 10.5924 -6.5098  0.247
H 8.0668 7.2586 -6.4621  0.258
H 8.0232 8.6194 -7.6261  0.231
H 8.5745 7.0198 -8.1487  0.257

***

[2]
Here is a cluster of 4 separate species, C29H65BNO12 in total from the Open Molecules 2025 dataset. Energies are from the ωB97M-V functional and the def2-TZVPD basis.

- total energy (Eh) = -2126.27462
- E_HOMO (spin up / spin down) (eV) = -8.0 / -9.2
- orbital gap (spin up / spin down) (eV) = 8.3 / 9.5
- LUMO energy (spin up / spin down) (eV) = 0.3 / 0.3
- spin multiplicity = 2

Each line ends with the Mulliken charge.
Atoms and positions in Å:
C 5.5261 2.8198 4.9199  -1.110
C 5.2115 2.3531 3.4934  -0.160
O 3.9307 1.7044 3.4446  -0.738
B 2.8380 2.5025 3.2128  0.919
O 2.7845 3.1876 2.0150  -0.541
C 1.6702 2.5463 4.2824  0.882
C 0.7801 1.3337 3.9751  -1.906
C -0.4207 1.1806 4.9435  1.723
C -1.6433 0.5429 4.2536  -2.032
C 0.0054 0.2376 6.0652  -1.989
N -0.7552 2.5077 5.5388  0.707
O -0.3628 2.6825 6.7418  -0.669
C -0.6085 3.7247 4.6926  1.962
C -1.5672 3.7069 3.4968  -1.905
C -0.9783 4.9340 5.5505  -1.767
C 0.8597 3.8469 4.2229  -1.443
H 6.3690 2.2693 5.3290  0.348
H 4.6690 2.6238 5.5601  0.252
H 5.7481 3.8838 4.9538  0.309
H 5.9562 1.6261 3.1791  0.203
H 5.2444 3.1746 2.7782  0.302
H 1.9290 3.1133 1.5964  0.314
H 2.1437 2.4010 5.2547  0.067
H 0.4457 1.3523 2.9335  0.239
H 1.3716 0.4250 4.0946  0.506
H -2.4178 1.2574 4.0069  0.439
H -1.3329 -0.0043 3.3642  0.421
H -2.1004 -0.1874 4.9215  0.494
H -0.7346 0.2056 6.8584  0.475
H 0.9788 0.5072 6.4667  0.394
H 0.0864 -0.7590 5.6288  0.480
H -2.5639 4.0148 3.8102  0.363
H -1.6250 2.7467 3.0004  0.395
H -1.2284 4.4303 2.7567  0.407
H -0.2056 5.1614 6.2766  0.389
H -1.0891 5.7934 4.8876  0.428
H -1.9262 4.7716 6.0576  0.428
H 1.3692 4.6359 4.7735  0.357
H 0.8479 4.1764 3.1835  0.047
C -1.0872 -3.1581 -2.2498  -0.751
O -2.2058 -2.7765 -1.4833  -0.230
C -3.3944 -3.4232 -1.9058  -0.449
C -4.4282 -3.4280 -0.8052  -0.339
O -4.1981 -4.4009 0.2003  -0.464
C -3.2120 -4.1025 1.1730  -0.470
C -3.6718 -3.1363 2.2395  -0.544
O -3.6459 -1.8027 1.7630  -0.251
C -4.4607 -0.9448 2.5265  -0.813
H -1.2132 -2.8892 -3.3053  0.269
H -0.2222 -2.6308 -1.8522  0.225
H -0.9078 -4.2371 -2.1783  0.334
H -3.1810 -4.4575 -2.2015  0.359
H -3.8055 -2.8933 -2.7768  0.310
H -5.3817 -3.7102 -1.2571  0.358
H -4.5375 -2.4293 -0.3760  0.176
H -2.2880 -3.7504 0.7090  0.220
H -3.0050 -5.0552 1.6649  0.393
H -3.0043 -3.2231 3.1091  0.397
H -4.6869 -3.4072 2.5550  0.361
H -5.5085 -1.2666 2.5078  0.388
H -4.3917 0.0486 2.0869  0.230
H -4.1194 -0.8966 3.5672  0.299
C 11.0215 -0.8636 -0.6205  -0.769
O 9.7874 -0.4108 -1.1249  -0.253
C 9.3403 -1.1759 -2.2290  -0.581
C 7.8505 -1.0240 -2.4267  -0.354
O 7.0688 -1.7810 -1.5188  -0.437
C 6.9099 -1.2572 -0.2105  -0.559
C 5.9053 -0.1332 -0.1148  -0.283
O 6.4714 1.0872 -0.5605  -0.253
C 5.4971 2.0181 -0.9756  -0.604
H 11.8157 -0.7869 -1.3729  0.316
H 11.2790 -0.2333 0.2282  0.234
H 10.9533 -1.9041 -0.2819  0.321
H 9.5745 -2.2367 -2.0764  0.344
H 9.8548 -0.8337 -3.1384  0.408
H 7.6110 -1.4309 -3.4116  0.382
H 7.5665 0.0306 -2.4153  0.179
H 7.8681 -0.9521 0.2157  0.239
H 6.5243 -2.0908 0.3802  0.385
H 5.5969 -0.0219 0.9346  0.220
H 5.0227 -0.3886 -0.7138  0.367
H 4.9200 1.6222 -1.8201  0.363
H 6.0169 2.9186 -1.2968  0.248
H 4.8134 2.2787 -0.1585  0.083
C -8.3596 0.0721 -4.4298  -0.753
O -7.2828 0.0228 -5.3358  -0.272
C -6.0317 -0.0884 -4.6839  -0.475
C -4.9775 -0.6347 -5.6179  -0.518
O -5.0509 -2.0369 -5.8179  -0.358
C -6.0711 -2.5175 -6.6788  -0.471
C -5.7929 -2.3003 -8.1477  -0.594
O -6.0712 -0.9652 -8.5260  -0.269
C -5.4215 -0.5975 -9.7199  -0.763
H -8.2914 0.9468 -3.7719  0.315
H -9.2751 0.1413 -5.0135  0.237
H -8.3998 -0.8334 -3.8128  0.314
H -6.1144 -0.7497 -3.8119  0.267
H -5.7150 0.9054 -4.3364  0.422
H -4.0081 -0.4708 -5.1419  0.430
H -4.9845 -0.0950 -6.5673  0.233
H -7.0468 -2.1090 -6.4077  0.227
H -6.0947 -3.5957 -6.5077  0.394
H -6.4262 -2.9821 -8.7329  0.413
H -4.7428 -2.5434 -8.3526  0.350
H -4.3328 -0.6814 -9.6205  0.326
H -5.6778 0.4396 -9.9255  0.233
H -5.7493 -1.2173 -10.5630  0.315